C53H59AsN6S3Sc | the ωB97M-V functional and the def2-TZVPD basis

Properties
Total charge: -1
Maximum force (eV/A): 1.03
HOMO energy (eV): -3.967
Gap between HOMO and LUMO (eV): 5.399
Electronic energy (eV): -178906.9991

Positions of all 123 atoms, in Å:
Sc: 0.47767 0.33169 -0.23374
C: -3.87962 -0.96985 4.40549
S: -2.11061 -1.31859 4.40927
C: -1.62891 -0.39888 2.93480
S: -2.52587 -0.46858 1.53897
N: -0.50543 0.23485 3.17416
N: 0.07957 0.88764 2.10856
C: 0.90718 1.77210 2.55749
C: 1.82946 2.45724 1.67044
C: 2.64428 3.48949 2.13730
C: 3.52777 4.08800 1.26183
C: 3.59153 3.64153 -0.05176
C: 2.75465 2.61036 -0.44029
N: 1.88603 2.04113 0.39771
H: -4.29653 -1.47342 5.27540
H: -4.34438 -1.35263 3.49974
H: -4.06247 0.09933 4.49038
H: 0.95444 1.97312 3.62637
H: 2.57574 3.79510 3.17258
H: 4.16952 4.88992 1.60095
H: 4.27706 4.07207 -0.76581
H: 2.77382 2.19900 -1.44087
S: 3.73796 -0.88288 -3.69591
C: 4.30669 -1.26384 -2.13265
C: 3.42959 -0.85513 -1.17653
C: 2.23871 -0.20007 -1.65336
C: 2.31469 -0.15311 -3.02701
C: 1.34893 0.46818 -3.92991
C: 1.51858 0.50143 -5.31687
C: 0.56736 1.13337 -6.09031
C: -0.52207 1.72518 -5.46851
C: -0.60705 1.64312 -4.08771
N: 0.29446 1.02688 -3.33322
H: 5.23183 -1.79771 -1.99525
H: 3.61453 -1.06221 -0.13569
H: 2.38325 0.03876 -5.77356
H: 0.67494 1.16550 -7.16755
H: -1.29532 2.22933 -6.03056
H: -1.44050 2.08149 -3.55968
C: -2.74664 -2.79380 -1.97451
C: -3.00839 -1.31806 -2.07703
C: -4.11942 -0.84775 -2.77263
C: -4.35386 0.51609 -2.80516
C: -5.55080 1.05654 -3.54775
C: -3.50116 1.41176 -2.17667
C: -2.33163 1.00331 -1.47283
C: -2.18345 -0.40656 -1.45164
N: -1.33965 1.72897 -0.87742
C: -1.39668 3.19802 -0.66717
C: -1.35364 3.47508 0.84276
C: -2.61189 4.00237 -1.16530
C: -0.18822 3.85391 -1.36480
H: -3.57293 -3.35933 -2.40524
H: -2.62224 -3.10115 -0.93514
H: -1.83936 -3.07271 -2.50840
H: -4.79779 -1.54048 -3.25486
H: -6.17858 0.24725 -3.91782
H: -5.24456 1.66108 -4.40446
H: -6.16221 1.69176 -2.90455
H: -3.76989 2.44109 -2.27977
H: -1.38144 -0.81712 -0.84073
H: -2.03450 2.79962 1.36231
H: -1.63286 4.50939 1.05374
H: -0.36102 3.32694 1.24815
H: -3.54296 3.68057 -0.70318
H: -2.71365 3.98882 -2.24815
H: -2.43954 5.04280 -0.87849
H: 0.62546 3.14545 -1.47251
H: 0.17084 4.72781 -0.81598
H: -0.44756 4.17892 -2.37312
C: -0.20660 -4.87692 7.14266
C: 0.30060 -4.03683 6.00394
C: 1.29595 -3.09381 6.18882
C: 1.78380 -2.33155 5.13209
C: 2.83870 -1.30325 5.45096
C: 1.28787 -2.52941 3.83276
As: 2.08952 -1.28877 2.52385
N: 1.27153 -1.50193 0.86165
C: 1.42455 -2.62970 0.05238
C: 2.35659 -3.65022 0.26589
C: 2.49259 -4.72598 -0.59297
C: 1.70991 -4.83661 -1.72988
C: 0.78132 -3.83534 -1.97399
C: 0.63680 -2.77207 -1.10131
C: 3.98744 -1.96486 2.50203
C: 4.92482 -0.96948 2.17280
C: 4.54109 0.47288 1.94454
C: 6.28025 -1.27567 2.08069
C: 6.76342 -2.54241 2.35536
C: 8.22737 -2.86131 2.24534
C: 5.84741 -3.49749 2.76230
C: 4.48231 -3.24019 2.85030
C: 3.64600 -4.39126 3.35595
C: 0.22391 -3.42611 3.64421
C: -0.47869 -3.65613 2.33469
C: -0.22869 -4.16906 4.73091
H: 0.22990 -4.56047 8.08959
H: 0.04045 -5.93056 6.99630
H: -1.29164 -4.80729 7.23084
H: 1.69890 -2.92912 7.18317
H: 3.00392 -1.26264 6.52749
H: 2.53016 -0.31031 5.11477
H: 3.79632 -1.52035 4.97169
H: 3.01737 -3.58384 1.10266
H: 3.23843 -5.48025 -0.36860
H: 1.81530 -5.67423 -2.40647
H: 0.15604 -3.88320 -2.85726
H: -0.11627 -2.03220 -1.34445
H: 3.97954 0.87046 2.79182
H: 3.91749 0.59891 1.05786
H: 5.43887 1.07627 1.80689
H: 6.97239 -0.49217 1.79029
H: 8.73528 -2.14738 1.59843
H: 8.38369 -3.86040 1.83727
H: 8.71422 -2.82807 3.22241
H: 6.19931 -4.49331 3.01428
H: 4.14562 -5.33301 3.12415
H: 2.64533 -4.42381 2.93998
H: 3.52769 -4.33032 4.44017
H: -0.66617 -2.72630 1.80117
H: -1.43610 -4.14184 2.52025
H: 0.11066 -4.29635 1.67265
H: -1.05041 -4.85861 4.56845